[1]
DFT (ωB97M-V/def2-TZVPD) results for a molecular structure, C42H50BrN7O5PSTi.

XYZ file:
```
108
Properties=species:S:1:pos:R:3:lowdin_charge:R:1
Ti -0.766 -0.228 0.794 1.05
C -5.576 -6.330 -2.020 -0.01
C -4.689 -5.369 -1.282 -0.21
C -4.214 -4.207 -1.899 0.00
C -3.446 -3.292 -1.208 -0.03
C -3.126 -3.561 0.125 -0.30
C -3.590 -4.713 0.773 -0.04
C -4.359 -5.603 0.060 0.01
S -2.322 -2.391 1.100 0.73
O -2.703 -2.599 2.453 -0.21
O -2.572 -1.012 0.520 -0.42
N -0.703 -2.197 0.962 -0.20
C 0.198 -3.307 0.890 -0.21
C -0.162 -4.614 1.104 0.02
C 0.787 -5.652 0.991 -0.02
C 2.082 -5.378 0.670 0.01
C 2.482 -4.038 0.456 -0.13
C 3.802 -3.659 0.119 0.03
C 4.093 -2.337 -0.063 -0.02
C 3.070 -1.389 0.118 -0.13
N 1.832 -1.703 0.426 0.11
C 1.534 -3.007 0.577 -0.18
H -5.654 -6.080 -3.077 0.09
H -6.581 -6.312 -1.592 0.11
H -5.208 -7.354 -1.926 0.10
H -4.476 -4.008 -2.932 0.13
H -3.158 -2.366 -1.685 0.10
H -3.370 -4.881 1.821 0.13
H -4.736 -6.493 0.554 0.14
H -1.177 -4.863 1.380 0.09
H 0.474 -6.672 1.170 0.13
H 2.815 -6.173 0.589 0.14
H 4.565 -4.422 0.012 0.14
H 5.089 -2.008 -0.333 0.12
H 3.289 -0.327 0.007 0.11
Br 1.363 8.619 -2.756 0.85
C 1.099 6.849 -2.221 -0.69
C 1.678 5.817 -2.942 -0.10
C 1.477 4.508 -2.543 -0.02
C 0.707 4.202 -1.411 -0.25
C 0.097 5.259 -0.736 -0.01
C 0.297 6.570 -1.127 -0.10
N 0.438 2.846 -1.045 0.14
C 1.249 1.976 -1.470 -0.12
C 0.952 0.544 -1.692 -0.22
C 1.762 -0.044 -2.649 0.00
C 1.441 -1.263 -3.212 0.02
C 0.261 -1.875 -2.826 0.00
C -0.467 -1.297 -1.823 -0.11
N -0.129 -0.132 -1.201 -0.02
H 2.269 6.038 -3.821 0.12
H 1.871 3.716 -3.169 0.11
H -0.551 5.063 0.103 0.10
H -0.177 7.380 -0.588 0.11
H 2.190 2.289 -1.921 0.12
H 2.634 0.503 -2.989 0.14
H 2.070 -1.708 -3.975 0.14
H -0.090 -2.784 -3.298 0.14
H -1.386 -1.740 -1.510 0.07
C 2.907 2.727 3.578 -0.01
C 3.024 1.250 3.138 -0.55
C 2.888 0.314 4.360 -0.02
C 4.364 1.005 2.432 -0.02
C 1.882 0.964 2.252 -0.06
N 0.947 0.737 1.635 0.17
H 3.649 2.913 4.355 0.11
H 1.916 2.950 3.984 0.09
H 3.105 3.403 2.742 0.10
H 3.738 0.491 5.017 0.11
H 2.906 -0.737 4.057 0.09
H 1.972 0.519 4.919 0.09
H 5.159 1.278 3.125 0.11
H 4.467 1.625 1.537 0.10
H 4.492 -0.044 2.162 0.08
C -3.848 2.300 -2.832 -0.05
C -2.437 2.252 -2.298 -0.23
O -2.384 2.769 -0.932 -0.24
P -2.260 1.859 0.335 0.72
O -2.083 2.967 1.469 -0.23
C -1.007 3.138 2.441 -0.28
C -1.364 4.319 3.303 -0.04
O -3.721 1.330 0.605 -0.30
C -4.868 2.238 0.733 -0.22
C -6.122 1.422 0.584 -0.05
H -3.858 1.954 -3.868 0.10
H -4.227 3.323 -2.809 0.10
H -4.514 1.663 -2.244 0.07
H -1.779 2.894 -2.875 0.12
H -2.038 1.238 -2.327 0.09
H -0.066 3.292 1.926 0.09
H -0.918 2.246 3.044 0.07
H -1.514 5.214 2.693 0.09
H -0.557 4.518 4.013 0.09
H -2.284 4.127 3.859 0.09
H -4.793 3.010 -0.027 0.12
H -4.809 2.712 1.711 0.12
H -6.179 0.969 -0.409 0.08
H -6.990 2.069 0.715 0.10
H -6.161 0.628 1.332 0.09
N -1.493 -0.881 4.897 0.13
C -2.622 -0.120 4.660 -0.01
C -2.480 0.364 3.410 -0.10
N -1.266 -0.092 2.881 -0.08
C -0.718 -0.853 3.821 -0.16
H -1.311 -1.412 5.733 0.18
H -3.409 0.006 5.386 0.14
H -3.159 0.988 2.858 0.11
H 0.217 -1.383 3.740 0.15
```

max |F|: 0.0325 Eh/bohr
energy relative to the best compared isomer or geometry (same formula, charge and spin): 65.0 kcal per mole
net charge: +3
HOMO energy: -14.525 eV
spin multiplicity: 1


[2]
DFT (ωB97M-V/def2-TZVPD) results for C6H8 in the gas phase.

XYZ file:
```
14
Properties=species:S:1:pos:R:3:lowdin_charge:R:1
C -2.175 -0.229 -2.021 0.11
C -1.469 0.169 -1.123 -0.15
C -0.583 0.553 -0.065 -0.23
C 0.048 -0.751 1.054 -0.09
C 1.321 0.073 0.937 -0.22
C 0.899 0.732 -0.371 -0.18
H -2.820 -0.594 -2.790 0.02
H -0.939 0.497 0.964 0.10
H -0.309 -0.939 2.095 0.11
H -0.044 -1.646 0.464 0.09
H 1.369 0.831 1.728 0.11
H 2.245 -0.499 0.929 0.10
H 1.156 0.076 -1.217 0.12
H 1.301 1.729 -0.584 0.10
```

max |F|: 0.0548 Eh/bohr
energy relative to the best compared isomer or geometry (same formula, charge and spin): 91.0 kcal per mole
HOMO energy: -8.225 eV
spin multiplicity: 1


[3]
DFT (ωB97M-V/def2-TZVPD) results for 2 unconnected molecules or ions with the total composition C2H3Br2NO3.

XYZ file:
```
11
Properties=species:S:1:pos:R:3:lowdin_charge:R:1
O 0.604 -2.255 -0.481 -0.01
N 0.756 -1.111 -0.039 -0.43
O 1.335 -0.841 0.965 0.05
C 0.271 -0.079 -0.910 -0.75
Br 0.549 1.601 -0.255 0.94
C -0.488 -0.239 -1.990 -0.61
Br -0.908 -1.828 -2.836 0.81
H -0.514 0.625 -2.661 0.06
O -0.559 1.445 2.377 -0.21
H -0.265 0.544 2.806 0.10
H -0.782 2.139 3.024 0.04
```

max |F|: 0.0653 Eh/bohr
energy relative to the best compared isomer or geometry (same formula, charge and spin): 41.9 kcal per mole
HOMO energy: -9.574 eV
spin multiplicity: 1


[4]
DFT (ωB97M-V/def2-TZVPD) results for a molecular structure, C25H52N2O2P2Tc.

XYZ file:
```
84
Properties=species:S:1:pos:R:3:lowdin_spin:R:1
Tc 1.152 -0.463 1.333 1.22
C 1.075 -1.557 -0.240 0.07
O 1.020 -2.145 -1.253 0.10
C 0.591 0.982 0.203 0.09
O 0.172 1.823 -0.501 0.09
P -3.479 -0.510 -3.001 0.00
C -4.507 -1.193 -1.653 0.00
H -5.486 -1.341 -2.145 0.00
C -3.687 1.326 -3.206 0.00
H -3.678 1.721 -2.172 0.00
C -2.665 -1.746 -4.107 0.00
H -2.548 -2.643 -3.472 0.00
C 4.353 -0.793 -0.141 0.04
P 3.346 -0.132 1.244 0.08
H 4.791 -1.135 2.862 0.00
H 4.035 -1.842 -0.266 0.00
C 3.999 1.541 1.647 0.04
H 5.094 1.413 1.675 0.00
C -2.468 1.923 -3.923 0.00
H -2.381 1.539 -4.951 0.00
H -1.534 1.719 -3.375 0.00
H -2.573 3.016 -3.966 0.00
C -5.031 1.681 -3.848 0.00
H -5.126 2.776 -3.924 0.00
H -5.882 1.313 -3.256 0.00
H -5.114 1.257 -4.861 0.00
C -3.573 -2.099 -5.277 0.00
H -4.529 -2.511 -4.932 0.00
H -3.084 -2.869 -5.887 0.00
H -3.780 -1.224 -5.908 0.00
C -1.261 -1.287 -4.528 0.00
H -0.775 -2.101 -5.082 0.00
H -0.615 -1.076 -3.664 0.00
H -1.299 -0.400 -5.176 0.00
C -3.947 -2.538 -1.177 0.00
H -3.937 -3.299 -1.964 0.00
H -4.560 -2.927 -0.357 0.00
H -2.920 -2.426 -0.804 0.00
C -4.624 -0.193 -0.494 0.00
H -3.634 0.054 -0.085 0.00
H -5.218 -0.624 0.323 0.00
H -5.108 0.743 -0.796 0.00
C 5.818 -0.753 0.298 0.01
H 5.989 -1.310 1.225 0.00
H 6.151 0.280 0.453 0.00
H 6.453 -1.198 -0.477 0.00
C 4.121 -0.093 -1.486 0.00
H 4.701 0.832 -1.584 0.00
C 2.897 -1.124 3.894 0.02
H 3.064 0.127 -1.680 0.00
H 4.452 -0.764 -2.290 0.00
C 3.560 -2.772 2.098 0.02
H 1.820 -0.990 3.684 0.01
H 2.982 -2.035 4.501 0.00
H 3.232 -0.269 4.491 0.00
C 3.734 -1.334 2.630 0.01
H 3.589 -3.466 2.949 0.00
H 4.345 -3.064 1.390 0.00
H 2.584 -2.894 1.598 0.01
C 3.521 2.012 3.025 0.01
H 2.437 1.864 3.163 0.00
H 3.735 3.085 3.132 0.00
H 4.048 1.494 3.834 0.00
C 3.651 2.559 0.548 0.00
H 3.946 2.231 -0.455 0.00
H 4.186 3.495 0.762 0.00
H 2.575 2.782 0.517 0.00
H 0.546 -2.003 1.951 0.12
H -2.321 -0.337 -2.263 0.00
C -0.698 3.647 4.491 0.04
C -0.834 2.308 3.895 0.20
C -1.613 1.203 4.220 0.40
C -1.263 0.172 3.332 0.03
N -0.280 0.631 2.525 0.26
N -0.066 1.933 2.856 0.05
C -1.849 -1.168 3.169 0.01
H -1.478 3.798 5.246 0.00
H 0.276 3.752 4.995 0.02
H -0.784 4.453 3.747 0.01
H -2.340 1.153 5.015 0.01
H 0.539 2.560 2.328 0.00
H -1.557 -1.840 3.990 0.00
H -2.948 -1.092 3.168 0.00
H -1.529 -1.617 2.217 0.01
```

max |F|: 0.1289 Eh/bohr
energy relative to the best compared isomer or geometry (same formula, charge and spin): 0.0 kcal per mole
net charge: +4
HOMO energy (spin up / spin down): -20.405 / -20.405 eV
spin multiplicity: 4
expectation value of S²: 3.78


[5]
DFT (ωB97M-V/def2-TZVPD) results for 9 unconnected molecules or ions with the total composition C5H28O9.

XYZ file:
```
42
Properties=species:S:1:pos:R:3:lowdin_charge:R:1
C -1.048 -0.828 1.076 -0.08
C -0.746 0.132 -0.053 -0.40
C -1.725 0.014 -1.181 -0.09
C 0.811 0.056 -0.358 -0.14
C 1.882 1.074 0.014 -0.21
O 2.180 1.069 1.430 -0.11
H -0.208 -0.953 1.784 0.06
H -1.842 -0.624 1.806 0.06
H -1.253 -1.851 0.728 0.09
H -0.871 1.147 0.403 0.13
H -1.516 -0.910 -1.713 0.05
H -1.692 0.865 -1.870 0.06
H -2.800 0.145 -0.925 0.10
H 1.132 -0.977 -0.152 0.10
H 0.841 -0.006 -1.475 0.10
H 2.834 0.808 -0.451 0.12
H 1.574 2.081 -0.273 0.11
H 2.079 1.993 1.721 0.04
O -0.679 -1.756 -4.793 -0.08
H -1.308 -1.098 -4.435 0.03
H -0.776 -2.505 -4.183 0.01
O -1.462 0.177 4.668 -0.06
H -1.836 0.100 3.786 0.00
H -0.789 -0.528 4.644 0.04
O 1.287 3.418 2.701 -0.05
H 1.116 4.043 1.974 0.04
H 0.550 2.818 2.800 0.04
O 2.150 -1.472 2.515 -0.06
H 1.630 -0.901 1.943 -0.02
H 2.746 -0.870 2.955 0.05
O 1.383 -3.704 0.749 -0.08
H 1.645 -2.962 1.320 -0.02
H 1.417 -4.423 1.407 0.05
O -2.200 -2.962 -2.296 -0.06
H -3.038 -3.424 -2.150 0.06
H -1.414 -3.313 -1.856 0.05
O 0.225 1.290 -3.573 -0.06
H -0.157 1.310 -4.454 0.04
H 1.148 1.033 -3.629 0.04
O -0.279 4.135 0.141 -0.03
H -0.714 3.443 -0.347 0.03
H -0.278 4.915 -0.401 0.04
```

max |F|: 0.0701 Eh/bohr
energy relative to the best compared isomer or geometry (same formula, charge and spin): 21.4 kcal per mole
HOMO energy: -10.322 eV
spin multiplicity: 1


[6]
DFT (ωB97M-V/def2-TZVPD) results for 2 unconnected molecules or ions with the total composition C10H21NS.

XYZ file:
```
33
Properties=species:S:1:pos:R:3:lowdin_charge:R:1
C 1.933 2.100 -1.650 -0.19
S 1.028 0.464 -1.433 0.68
N 0.724 -0.173 -2.701 -0.39
C 1.807 -0.470 -0.129 -0.73
C 1.543 0.097 1.335 -0.03
C 1.069 -1.764 -0.260 -0.11
C 3.294 -0.593 -0.399 -0.08
H 3.014 2.153 -1.731 0.05
H 1.654 2.642 -0.777 0.01
H 1.419 2.456 -2.574 0.06
H -0.143 1.160 -0.839 0.07
H 2.138 -0.534 1.949 0.08
H 1.910 1.175 1.215 0.10
H 0.483 0.101 1.569 0.04
H 0.740 -1.908 -1.263 0.05
H 0.232 -1.768 0.480 0.10
H 1.669 -2.561 0.029 0.06
H 3.615 -1.455 0.214 0.09
H 3.487 -0.797 -1.511 0.13
H 3.663 0.286 0.150 0.08
C -1.849 -0.502 -1.691 0.09
C -2.162 -0.157 -0.592 -0.14
C -2.924 0.261 0.582 -0.45
C -2.107 0.834 1.741 -0.07
C -3.793 -0.861 1.000 -0.08
H -1.341 -0.516 -2.589 -0.02
H -3.469 1.017 0.122 0.12
H -1.173 1.296 1.477 0.04
H -1.871 0.146 2.555 0.08
H -2.702 1.506 2.408 0.09
H -4.228 -0.816 1.938 0.04
H -3.148 -1.761 1.247 0.11
H -4.512 -1.057 0.129 0.12
```

max |F|: 0.0775 Eh/bohr
energy relative to the best compared isomer or geometry (same formula, charge and spin): 110.6 kcal per mole
HOMO energy: -8.158 eV
spin multiplicity: 1


> What is the formula in the third record?

C2H3Br2NO3